C62H51AsCl2IO3P2RhS as an isolated structure at a distorted geometry, computed with ωB97M-V/def2-TZVPD.

Values from the calculation:
Orbital gap (spin up / spin down), eV: 5.620 / 4.694
Spin multiplicity: 5
<S²>: 6.126
Net charge: +2

Geometry as XYZ:
```
124
C62H51AsCl2IO3P2RhS ωB97M-V/def2-TZVPD
Rh -0.61 -0.17 -0.47
I -0.43 2.57 -0.34
C -2.27 3.58 -0.02
C -2.14 4.79 0.62
C -3.25 5.63 0.77
C -4.46 5.25 0.25
C -4.61 4.01 -0.40
C -5.86 3.66 -0.95
C -6.05 2.46 -1.57
C -4.99 1.55 -1.63
C -3.74 1.83 -1.12
P -2.69 0.33 -1.25
C -3.72 -0.98 -0.51
C -4.66 -0.81 0.52
C -5.13 -1.96 1.19
C -4.57 -3.18 1.01
C -3.40 -3.37 0.09
C -3.28 -2.23 -0.84
C -2.60 0.07 -3.05
C -1.58 0.74 -3.73
C -1.44 0.59 -5.10
C -2.31 -0.24 -5.79
C -3.32 -0.91 -5.12
C -3.47 -0.76 -3.75
C -3.50 3.10 -0.52
H -1.18 5.10 1.00
H -3.14 6.58 1.27
H -5.32 5.90 0.34
H -6.67 4.38 -0.87
H -7.01 2.20 -1.99
H -5.17 0.58 -2.09
H -5.09 0.16 0.73
H -5.97 -1.85 1.87
H -4.96 -4.05 1.52
H -3.47 -4.32 -0.44
H -2.75 -2.36 -1.76
H -0.90 1.38 -3.18
H -0.64 1.10 -5.62
H -2.20 -0.36 -6.86
H -4.00 -1.55 -5.67
H -4.26 -1.30 -3.24
Cl 6.44 -1.22 3.07
C 4.91 -1.19 2.32
C 3.99 -2.19 2.62
C 2.76 -2.18 2.03
Cl 1.60 -3.36 2.47
C 2.36 -1.18 1.05
O 1.18 -1.24 0.60
C 3.39 -0.19 0.74
C 3.17 0.88 -0.21
O 2.34 0.87 -1.10
C 4.59 -0.19 1.40
H 4.25 -2.96 3.34
H 3.85 1.74 -0.11
H 5.31 0.59 1.18
C -0.65 -0.96 3.42
S -0.42 0.30 2.13
O 0.89 0.90 2.38
C -1.62 1.48 2.77
C -2.95 1.34 2.39
C -3.88 2.25 2.87
C -3.47 3.29 3.69
C -2.14 3.42 4.05
C -1.20 2.51 3.58
H -0.37 -0.51 4.36
H 0.01 -1.80 3.18
H -1.69 -1.29 3.42
H -3.23 0.53 1.74
H -4.92 2.15 2.60
H -4.20 4.00 4.06
H -1.83 4.23 4.70
H -0.15 2.60 3.83
C -0.95 -3.29 -2.89
C -0.55 -4.75 -2.97
As -1.42 -5.72 -4.48
C -3.22 -5.85 -3.69
C -3.41 -6.35 -2.41
C -4.69 -6.43 -1.87
C -5.79 -6.01 -2.62
C -5.60 -5.53 -3.91
C -4.32 -5.44 -4.44
C -0.70 -7.50 -4.08
C -0.31 -7.91 -2.81
C 0.16 -9.20 -2.60
C 0.27 -10.08 -3.66
C -0.11 -9.69 -4.93
C -0.59 -8.40 -5.14
P -0.38 -2.49 -1.25
C -0.83 -3.72 0.02
C -0.11 -4.86 0.24
C -0.42 -5.78 1.24
C -1.44 -5.47 2.18
C -2.16 -4.34 2.06
C -2.02 -3.40 0.91
C 1.39 -2.46 -1.75
C 2.44 -3.30 -1.40
C 3.72 -3.04 -1.88
C 3.96 -1.96 -2.71
C 2.92 -1.12 -3.07
C 1.64 -1.37 -2.59
H -2.03 -3.21 -3.03
H -0.46 -2.71 -3.67
H -0.88 -5.27 -2.09
H 0.53 -4.87 -3.08
H -2.57 -6.71 -1.82
H -4.83 -6.83 -0.88
H -6.78 -6.07 -2.20
H -6.45 -5.22 -4.50
H -4.18 -5.07 -5.45
H -0.37 -7.23 -1.97
H 0.43 -9.51 -1.60
H 0.66 -11.08 -3.49
H -0.02 -10.37 -5.76
H -0.87 -8.09 -6.14
H 0.75 -5.09 -0.38
H 0.13 -6.70 1.33
H -1.61 -6.15 3.01
H -2.91 -4.09 2.81
H -1.89 -2.37 1.28
H 2.29 -4.15 -0.75
H 4.54 -3.69 -1.59
H 4.96 -1.76 -3.08
H 3.09 -0.26 -3.70
H 0.83 -0.71 -2.86
```